This record from OMol25 describes a structure of composition C33H41N7O7OsS. The level of theory is the ωB97M-V functional and the def2-TZVPD basis.

CARTESIAN COORDINATES (ANGSTROEM)
Os  0.259  0.413  -0.555
O  1.170  -1.407  0.333
C  2.223  -1.154  1.302
C  2.232  0.371  1.485
O  2.672  0.925  2.441
O  1.726  1.079  0.442
C  3.551  -1.602  0.692
C  4.724  -0.886  0.900
C  5.924  -1.347  0.373
C  5.963  -2.523  -0.358
C  4.795  -3.242  -0.565
C  3.597  -2.786  -0.040
C  1.922  -1.868  2.611
C  2.887  -1.856  3.614
C  2.648  -2.493  4.820
C  1.453  -3.167  5.034
C  0.495  -3.194  4.035
C  0.724  -2.541  2.830
H  0.896  -2.332  0.380
H  4.718  0.032  1.472
H  6.829  -0.780  0.540
H  6.900  -2.882  -0.759
H  4.818  -4.167  -1.124
H  2.710  -3.392  -0.189
H  3.830  -1.351  3.456
H  3.407  -2.475  5.590
H  1.277  -3.675  5.971
H  -0.437  -3.720  4.189
H  -0.070  -2.542  2.093
N  0.784  -0.632  -2.310
C  -0.277  -1.029  -3.280
C  -0.353  -2.551  -3.412
C  -0.913  -3.321  -2.195
C  -2.238  -4.029  -2.503
N  -3.298  -3.085  -2.834
C  -4.320  -2.722  -2.064
N  -4.801  -3.538  -1.117
N  -4.866  -1.530  -2.269
C  -1.577  -0.407  -2.794
O  -2.580  -0.475  -3.496
O  -1.563  0.065  -1.601
H  1.418  0.007  -2.804
H  1.332  -1.441  -2.014
H  -0.036  -0.591  -4.246
H  0.647  -2.909  -3.668
H  -0.955  -2.761  -4.300
H  -1.056  -2.653  -1.336
H  -0.206  -4.095  -1.888
H  -2.540  -4.662  -1.670
H  -2.102  -4.691  -3.361
H  -3.078  -2.410  -3.561
H  -4.608  -4.524  -1.154
H  -5.601  -3.257  -0.575
H  -4.320  -0.830  -2.777
H  -5.732  -1.269  -1.830
C  -0.284  0.455  4.028
N  -0.716  1.606  3.233
C  -0.196  2.884  3.732
C  -1.424  1.501  2.114
S  -1.286  -0.024  1.172
N  -2.272  2.433  1.736
C  -2.803  2.543  0.382
C  -2.756  3.473  2.642
H  -0.674  0.582  5.039
H  0.804  0.412  4.068
H  -0.668  -0.472  3.619
H  0.880  2.755  3.859
H  -0.642  3.143  4.692
H  -0.354  3.669  3.004
H  -2.329  1.840  -0.294
H  -2.630  3.561  0.031
H  -3.878  2.361  0.409
H  -2.660  3.149  3.674
H  -3.807  3.638  2.416
H  -2.216  4.408  2.493
O  0.353  1.629  -3.627
C  0.167  2.479  -2.777
N  0.083  2.213  -1.413
C  -0.094  3.406  -0.707
O  -0.244  3.467  0.493
C  -0.122  4.509  -1.702
C  -0.254  5.871  -1.531
C  -0.246  6.654  -2.682
C  -0.110  6.084  -3.946
C  0.026  4.707  -4.108
C  0.014  3.942  -2.960
H  -0.352  6.310  -0.548
H  -0.345  7.728  -2.598
H  -0.108  6.726  -4.816
H  0.138  4.259  -5.084

Calculated values
- 2S+1 = 1
- calculated total energy (Eh) = -2680.5701
- relative energy (zero: lowest compared OMol25 entry of this formula, charge and spin) (kJ/mol) = 168.2
- HOMO-LUMO gap (alpha / beta) (eV) = 6.68 / 6.64
- LUMO level (alpha / beta) (eV) = -7.0 / -7.0
- net charge = +2